A molecular structure, C4H12N2O2 in a non-equilibrium geometry, computed with ωB97M-V/def2-TZVPD.

```
20
Properties=species:S:1:pos:R:3
C -0.021 -0.306 0.440
C 1.043 0.836 -1.685
C -0.645 0.247 -0.697
C -1.938 -1.009 1.046
N 0.601 0.532 1.370
N 1.864 1.842 -1.089
O 0.619 -1.514 0.282
O -2.187 -2.199 0.320
H 1.575 -1.374 0.325
H -1.341 -2.670 0.267
H -0.013 1.067 1.972
H 1.270 0.089 1.988
H 1.340 2.668 -0.822
H 2.423 1.506 -0.314
H 1.603 -0.075 -1.894
H 0.580 1.201 -2.600
H -1.172 1.183 -0.558
H -1.063 -0.450 -1.412
H -2.801 -0.349 0.958
H -1.737 -1.225 2.103
```

Largest force on an atom (eV/A): 6.09
Relative energy (zero: lowest compared OMol25 entry of this formula, charge and spin) (eV): 5.481
Lowest unoccupied orbital energy (eV): 0.50
Gap between HOMO and LUMO (eV): 6.99
Multiplicity: 1
Energy (Eh): -419.4471